Entry from the OMol25 dataset: a single C24H27N3O2S molecule (ωB97M-V/def2-TZVPD).

- Max |F|: 0.0175 Eh/bohr
- ΔE to the lowest compared entry with this formula, charge and spin: 4.02 kJ/mol
- Kohn-Sham gap: 8.15 eV
- SMILES: CCc1cccc2c(S[C@H](C)C(=O)NC[C@@H]3CCCO3)nc(-c3ccccc3)nc12
- Energy: -1643.7446 a.u.
- Highest occupied orbital energy: -0.3027 hartree

Each line ends with the Mulliken charge.
Element x y z (Å)
C -6.14893 -0.86914 0.05710  -1.1001
C -5.27675 -1.35195 1.21777  -0.8549
C -4.06450 -2.06344 0.69924  0.6761
C -3.99213 -3.43230 0.62586  -0.6157
C -2.86968 -4.08851 0.10200  -0.9268
C -1.79884 -3.37234 -0.36080  -0.8765
C -1.83188 -1.97230 -0.30305  0.6747
C -0.79860 -1.10922 -0.75270  1.0181
S 0.65003 -1.79731 -1.46911  -0.5441
C 1.55104 -0.26940 -1.91171  0.2774
C 2.74922 -0.63983 -2.77635  -1.5755
C 2.01161 0.51345 -0.68468  0.4696
O 2.06859 1.72647 -0.70968  -0.7566
N 2.37872 -0.23362 0.36705  0.0549
C 2.89808 0.32517 1.58844  -1.2296
C 4.41323 0.11006 1.70337  0.3197
C 5.22352 0.82284 0.59702  -0.6702
C 5.91908 -0.31998 -0.14825  -0.2348
C 5.90074 -1.43608 0.89684  -0.5494
O 4.67865 -1.28178 1.58303  -0.4762
N -0.87107 0.18876 -0.67774  -0.2138
C -1.99525 0.73074 -0.15579  -0.0622
C -2.06939 2.19060 -0.09967  0.6230
C -3.27558 2.80229 0.24361  -0.5882
C -3.36683 4.17869 0.29430  -0.6811
C -2.25760 4.95979 0.00688  -0.3391
C -1.05664 4.35727 -0.33036  -0.7618
C -0.95727 2.97945 -0.38710  -0.2445
N -3.01725 0.04210 0.28678  -0.4039
C -2.96627 -1.30149 0.22743  -0.1375
H -6.47763 -1.71081 -0.54936  0.3568
H -5.58133 -0.18825 -0.57188  0.3137
H -7.02582 -0.34840 0.43433  0.3119
H -4.95636 -0.48781 1.80086  0.3078
H -5.85394 -2.02163 1.85819  0.4736
H -4.82366 -4.02447 0.98192  0.4293
H -2.85808 -5.16762 0.06474  0.4003
H -0.92608 -3.85832 -0.77250  0.3973
H 0.85150 0.36018 -2.46609  0.4174
H 3.30367 0.26118 -3.03151  0.3906
H 3.40708 -1.32456 -2.24364  0.3371
H 2.42121 -1.12297 -3.69397  0.4641
H 2.39275 -1.24023 0.29040  0.2796
H 2.40260 -0.15465 2.43680  0.4467
H 2.67584 1.39412 1.58782  0.3739
H 4.73570 0.45635 2.69761  0.4090
H 5.95345 1.49775 1.04179  0.4046
H 4.57211 1.40210 -0.05312  0.1982
H 5.34005 -0.61760 -1.02218  -0.0800
H 6.92802 -0.06791 -0.46522  0.3951
H 6.74411 -1.32267 1.59429  0.2903
H 5.91969 -2.44145 0.47440  0.3393
H -4.12838 2.17927 0.46381  0.4198
H -4.30412 4.64758 0.55755  0.4057
H -2.33098 6.03717 0.04724  0.3834
H -0.18982 4.96258 -0.55055  0.4360
H -0.01963 2.51212 -0.64144  0.4275

Forces on the atoms, in the same order (eV/Å):
C 0.02 -0.01 0.17
C -0.07 0.04 -0.14
C -0.10 -0.17 0.17
C -0.07 0.28 0.05
C 0.32 -0.10 -0.16
C -0.03 -0.16 0.01
C -0.50 0.39 0.23
C 0.19 0.20 -0.06
S 0.23 -0.09 -0.39
C -0.35 -0.11 0.03
C -0.12 -0.14 0.01
C -0.29 -0.29 -0.24
O 0.15 0.45 -0.10
N 0.26 -0.27 0.31
C 0.44 -0.01 0.22
C -0.33 0.45 0.12
C -0.03 -0.14 0.05
C -0.04 -0.16 0.19
C 0.33 -0.01 -0.22
O -0.29 -0.01 0.05
N 0.21 -0.12 -0.08
C -0.37 -0.63 0.15
C -0.09 0.65 0.04
C 0.10 -0.07 -0.03
C -0.06 0.07 0.02
C 0.03 0.06 0.00
C 0.00 0.12 0.01
C -0.09 -0.19 0.02
N -0.11 0.51 0.08
C 0.62 -0.58 -0.29
H -0.05 -0.05 -0.07
H 0.00 0.07 -0.09
H -0.11 0.07 -0.03
H -0.06 -0.07 0.08
H 0.06 0.02 0.04
H -0.09 -0.03 0.05
H 0.03 -0.08 -0.01
H 0.01 -0.16 -0.01
H 0.17 0.01 0.18
H 0.03 0.04 0.01
H 0.13 -0.04 -0.01
H 0.02 -0.02 -0.07
H -0.13 0.14 -0.08
H -0.01 0.09 -0.03
H 0.00 -0.11 0.09
H -0.04 -0.06 -0.12
H -0.01 0.04 0.00
H -0.01 0.08 -0.01
H 0.01 -0.02 -0.03
H 0.05 0.00 -0.07
H -0.04 -0.05 -0.05
H 0.06 0.04 0.04
H -0.07 -0.02 0.02
H -0.07 0.03 0.01
H 0.00 0.08 0.00
H 0.08 0.05 -0.02
H 0.09 -0.03 -0.04

=====

Entry from the OMol25 dataset: a single C24H27N5O2S molecule (ωB97M-V/def2-TZVPD).

- Max |F|: 0.0190 Eh/bohr
- ΔE to the lowest compared entry with this formula, charge and spin: 111.80 kJ/mol
- Kohn-Sham gap: 8.52 eV
- SMILES: CCc1nn(CC(=O)NCCCN2CCc3ccccc3C2)c(=O)c2cc3sccc3n12
- Energy: -1753.2359 a.u.
- Highest occupied orbital energy: -0.2990 hartree

Each line ends with the Mulliken charge.
Element x y z (Å)
C 1.62001 2.82688 2.64539  -1.4539
C 0.56509 2.00007 1.90638  -0.6802
C 1.19531 1.16619 0.83869  0.8266
N 1.16824 1.59498 -0.36343  -0.6485
N 1.72258 0.90041 -1.37432  0.4739
C 1.77988 1.56629 -2.65814  -0.5868
C 0.54183 2.36812 -3.05920  0.4941
O 0.64358 3.30090 -3.83077  -0.7201
N -0.62085 1.94931 -2.54580  0.2557
C -1.86609 2.62194 -2.82792  -0.7069
C -2.99571 1.61015 -2.99091  -0.6468
C -3.28880 0.87124 -1.68443  -1.0100
N -2.19144 0.01278 -1.24814  0.8021
C -2.14151 -1.23780 -1.98941  -1.1821
C -0.83923 -1.96499 -1.67666  -0.9396
C -0.70517 -2.17811 -0.19840  1.4387
C 0.06469 -3.21630 0.31086  -0.6187
C 0.15428 -3.42927 1.67285  -0.7493
C -0.51781 -2.58918 2.54582  -0.8187
C -1.27354 -1.54607 2.04750  -0.7821
C -1.38055 -1.33567 0.67712  0.5203
C -2.29115 -0.24607 0.17977  -1.5667
C 2.35143 -0.32331 -1.22494  -0.4059
O 2.79859 -0.93087 -2.18116  -0.7269
C 2.41395 -0.77375 0.14864  1.2075
C 3.03380 -1.88318 0.68428  -0.8778
C 2.81891 -1.80329 2.06431  -0.1087
S 3.17840 -2.69397 3.49481  -0.2188
C 2.33044 -1.51606 4.44311  -0.5285
C 1.79568 -0.49471 3.72602  -0.8177
C 2.07067 -0.65000 2.34864  0.3602
N 1.82881 -0.01453 1.16495  0.3995
H 2.10369 3.51035 1.95249  0.4084
H 2.38145 2.18817 3.08696  0.3205
H 1.15315 3.40844 3.43632  0.3849
H -0.14492 2.67234 1.42510  0.4000
H 0.02841 1.35200 2.60087  0.1980
H 2.62707 2.26124 -2.68159  0.3357
H 1.96380 0.79084 -3.40922  0.2808
H -0.69919 1.17505 -1.89413  -0.0873
H -2.10815 3.31654 -2.01296  0.2165
H -1.72421 3.20447 -3.74197  0.4351
H -3.90145 2.13678 -3.29510  0.4033
H -2.73707 0.90609 -3.78179  0.2662
H -3.45567 1.61861 -0.90338  0.4544
H -4.21976 0.28759 -1.79107  0.3887
H -2.19177 -1.01861 -3.05681  0.5176
H -2.99827 -1.88576 -1.73198  0.4519
H -0.81404 -2.92409 -2.19682  0.5509
H 0.00661 -1.37582 -2.04153  -0.0068
H 0.58861 -3.86545 -0.37510  0.4681
H 0.74347 -4.24916 2.05491  0.4532
H -0.45441 -2.74947 3.61186  0.4103
H -1.80683 -0.89281 2.72499  0.4593
H -2.06566 0.68845 0.70682  0.2979
H -3.32537 -0.53583 0.45253  0.5413
H 3.56342 -2.63146 0.13294  0.6018
H 2.28070 -1.65726 5.50469  0.4929
H 1.24208 0.30662 4.17749  0.3730

Forces on the atoms, in the same order (eV/Å):
C -0.14 -0.08 0.01
C 0.24 0.05 0.09
C -0.31 0.32 -0.24
N -0.27 0.66 0.58
N 0.16 -0.66 -0.16
C 0.19 0.27 -0.41
C 0.14 -0.35 0.36
O 0.23 0.27 -0.25
N -0.26 -0.20 -0.05
C -0.11 0.05 -0.31
C 0.12 0.09 0.35
C -0.14 0.07 -0.28
N 0.00 -0.16 0.21
C 0.24 -0.15 -0.16
C -0.19 0.07 -0.11
C -0.04 0.04 0.00
C -0.09 0.00 0.09
C -0.06 -0.12 -0.04
C -0.11 -0.04 0.11
C -0.01 -0.02 -0.03
C 0.06 -0.03 -0.01
C -0.17 0.09 0.13
C -0.17 0.25 -0.27
O 0.14 -0.20 0.11
C 0.43 -0.57 0.28
C -0.15 0.50 -0.40
C -0.16 0.44 0.41
S -0.21 0.34 -0.15
C 0.08 -0.13 -0.16
C -0.07 0.07 0.36
C 0.58 -0.78 0.04
N 0.21 -0.30 -0.47
H 0.06 0.06 -0.04
H 0.10 -0.01 0.07
H 0.02 0.07 0.10
H -0.03 -0.14 -0.02
H -0.11 0.00 0.00
H -0.14 -0.07 -0.03
H -0.04 0.19 0.12
H 0.20 0.07 -0.04
H -0.03 0.04 -0.08
H -0.06 -0.02 0.16
H -0.03 -0.02 -0.04
H -0.04 0.00 -0.09
H -0.05 -0.03 0.01
H 0.04 0.01 0.12
H -0.05 -0.02 0.04
H -0.02 0.06 -0.04
H 0.03 0.01 -0.02
H -0.01 0.00 -0.11
H 0.07 -0.09 -0.10
H 0.06 -0.07 0.04
H 0.03 -0.01 0.08
H -0.07 0.08 0.10
H -0.08 -0.06 0.02
H 0.05 0.10 -0.05
H 0.09 -0.13 -0.21
H -0.05 0.03 0.23
H -0.10 0.14 0.10

=====

Entry from the OMol25 dataset: a single C24H27N5O4 molecule (ωB97M-V/def2-TZVPD).

- Max |F|: 0.0276 Eh/bohr
- ΔE to the lowest compared entry with this formula, charge and spin: 0.00 kJ/mol
- Kohn-Sham gap: 8.29 eV
- SMILES: Cc1ccc(OC[C@@H](O)Cn2c(NCCc3ccccc3)nc3c2c(=O)[nH]c(=O)n3C)cc1
- Energy: -1505.5916 a.u.
- Highest occupied orbital energy: -0.2804 hartree

Each line ends with the Mulliken charge.
Element x y z (Å)
C -4.49035 -2.65790 1.06871  -1.5400
C -3.41647 -1.61603 1.12489  0.9856
C -3.70739 -0.27030 0.96241  -0.9640
C -2.71341 0.69471 0.96093  -0.7360
C -1.38648 0.31841 1.11005  0.6685
O -0.30341 1.16425 1.07200  -0.3230
C -0.47872 2.51605 0.72734  -1.0086
C -0.87024 2.76415 -0.73855  0.7590
O -0.83425 4.16322 -0.91264  -0.6359
C 0.09144 2.08650 -1.74063  -0.9409
N 0.04765 0.65204 -1.67756  -0.0101
C 1.02729 -0.22293 -1.32992  0.3572
N 2.29913 0.15054 -1.06522  -0.2228
C 3.25045 -0.83193 -0.59354  -0.9177
C 3.33327 -0.88921 0.94029  -0.4348
C 3.81748 0.42314 1.48749  0.0238
C 5.17358 0.72776 1.49196  -0.5252
C 5.61717 1.95791 1.94254  -0.5744
C 4.70871 2.90293 2.38998  -0.4609
C 3.35629 2.60846 2.38977  -0.8723
C 2.91303 1.37552 1.94112  0.2120
N 0.63103 -1.49022 -1.38140  -0.6181
C -0.66330 -1.43613 -1.75110  1.0376
C -1.07383 -0.12651 -1.95483  0.0340
C -2.40814 0.19239 -2.32345  -0.1144
O -2.90790 1.28353 -2.54343  -0.7351
N -3.17427 -0.97150 -2.41652  0.1193
C -2.82310 -2.28403 -2.18284  0.2615
O -3.63950 -3.17847 -2.24572  -0.6830
N -1.49926 -2.50102 -1.88295  0.2415
C -1.01742 -3.83888 -1.62632  -1.1710
C -1.08572 -1.02699 1.31569  0.0408
C -2.08700 -1.97451 1.32149  -0.8573
H -5.46329 -2.22669 1.29082  0.3977
H -4.28862 -3.46010 1.77518  0.3805
H -4.53119 -3.09301 0.06929  0.2506
H -4.73313 0.04121 0.82798  0.3999
H -2.99358 1.72892 0.84107  0.3941
H -1.21902 3.00344 1.37313  0.3113
H 0.49166 2.98837 0.90777  0.4171
H -1.87807 2.38114 -0.93225  0.0330
H -1.30411 4.38392 -1.72458  0.4038
H 1.11200 2.43082 -1.55976  0.2568
H -0.20761 2.39970 -2.74823  0.4240
H 2.42693 1.07560 -0.67864  0.2283
H 2.93335 -1.79617 -0.99037  0.4784
H 4.23027 -0.56898 -1.00393  0.4643
H 4.01755 -1.69188 1.21879  0.5030
H 2.34352 -1.12062 1.33526  -0.1043
H 5.88572 -0.00799 1.14538  0.4130
H 6.67416 2.18060 1.94595  0.3838
H 5.05486 3.86359 2.74131  0.3788
H 2.64383 3.33993 2.74325  0.4418
H 1.85803 1.14337 1.95002  0.5853
H -4.15169 -0.83235 -2.64619  0.2727
H -0.43403 -3.83592 -0.70762  0.3843
H -0.38315 -4.17234 -2.44860  0.3267
H -1.88160 -4.49407 -1.53736  0.3540
H -0.05470 -1.31214 1.45548  0.3574
H -1.83443 -3.01331 1.47684  0.4686

Forces on the atoms, in the same order (eV/Å):
C -0.01 -0.05 -0.11
C -0.10 0.07 0.04
C 0.04 -0.19 0.04
C 0.26 0.30 0.05
C -0.04 -0.21 0.10
O -0.05 -0.31 0.12
C -0.19 0.56 -0.25
C 0.09 -0.67 0.12
O 0.11 0.20 -0.04
C -0.24 0.57 0.14
N 0.23 -0.45 0.02
C -0.53 0.19 -0.37
N 0.16 0.44 0.11
C 0.13 -0.26 0.11
C 0.03 0.07 -0.29
C -0.06 -0.11 0.08
C -0.02 0.01 0.01
C 0.09 0.02 -0.02
C 0.00 0.11 0.04
C 0.01 0.12 0.02
C 0.00 -0.04 0.01
N 0.04 -0.48 0.13
C 0.00 1.40 -0.24
C -0.05 -0.89 -0.07
C 0.35 -0.17 0.09
O -0.17 0.26 -0.09
N -0.37 0.12 -0.15
C 0.01 0.05 0.00
O -0.28 -0.28 -0.07
N 0.05 -0.04 0.01
C 0.01 -0.28 0.02
C 0.09 0.25 0.08
C -0.01 0.15 -0.01
H -0.09 -0.02 0.04
H -0.05 -0.07 0.07
H -0.08 -0.07 -0.02
H -0.12 0.03 -0.01
H 0.01 0.12 -0.06
H 0.07 -0.03 -0.02
H -0.07 0.00 0.02
H 0.22 0.05 0.01
H -0.02 -0.01 0.08
H -0.06 0.00 -0.05
H 0.13 0.00 0.11
H -0.06 -0.03 -0.07
H 0.15 0.07 0.00
H -0.06 -0.13 0.03
H -0.02 -0.05 0.04
H -0.01 -0.08 0.04
H 0.09 -0.09 -0.03
H 0.08 0.02 0.00
H 0.03 0.07 0.03
H -0.06 0.06 0.04
H -0.13 -0.05 0.01
H 0.18 -0.05 0.05
H 0.00 -0.05 0.00
H 0.00 -0.05 0.05
H 0.10 0.05 0.00
H 0.13 -0.03 0.00
H 0.04 -0.14 0.02

=====

- Which formula does entry 3 have?
  C24H27N5O4